[1]
A structure of composition C71H62N7OP2STl. Source: the OMol25 dataset; level of theory: wB97M-V/def2-TZVPD.

The geometry in XYZ format:
```
145
Properties=species:S:1:pos:R:3:forces:R:3:mulliken_charge:R:1
Tl 0.3398 -0.4472 -1.3678 0.0 0.5 -0.3 1.1710
O 1.0397 -0.0691 1.0899 -0.2 0.0 0.0 0.3196
S -0.1678 -0.2783 1.9762 0.1 0.0 0.0 1.7281
C 0.0976 -1.9014 2.6620 -0.2 0.1 0.0 -0.4310
C 1.2136 -2.1781 3.4158 0.1 0.0 0.0 0.4960
C 1.4334 -3.4477 3.9892 0.1 0.0 0.0 -1.5225
C 0.4830 -4.4170 3.8085 -0.1 0.0 0.0 0.4725
C 0.3741 -5.8336 4.3303 0.0 0.1 0.0 -0.8712
C -0.9307 -6.3961 3.6955 0.0 0.1 0.0 -0.8128
C -1.4565 -5.2718 2.8302 0.0 0.0 0.0 0.2725
C -2.5197 -5.1895 1.9790 0.0 -0.1 0.0 -1.2085
C -2.6904 -4.0086 1.2180 0.0 0.0 0.0 0.0867
C -1.8785 -2.9006 1.3342 0.1 0.2 0.1 -0.3106
P -1.9839 -1.5598 0.0748 -0.3 -0.4 -0.3 2.7276
C -2.7576 -2.4511 -1.3334 0.0 0.0 0.1 0.3793
C -4.0742 -2.2850 -1.7571 0.1 0.0 0.0 -0.1752
C -4.5403 -2.9678 -2.8741 0.0 0.0 0.0 -0.7885
C -3.7008 -3.8224 -3.5727 0.0 0.0 0.0 -0.8094
C -2.3949 -4.0116 -3.1401 0.0 0.0 0.0 -0.6849
C -1.9279 -3.3332 -2.0253 0.0 0.0 0.0 -0.2793
C -3.3289 -0.4714 0.6384 0.1 0.1 0.0 0.7227
C -3.7092 0.5609 -0.2220 -0.1 -0.1 -0.1 0.4213
C -4.7687 1.3905 0.1067 -0.3 -0.5 -0.2 -0.5841
C -5.4414 1.2127 1.3098 -0.2 -0.4 -0.1 -0.8127
C -5.0378 0.2184 2.1898 0.0 0.1 0.0 -0.8491
C -3.9813 -0.6243 1.8567 0.0 0.0 0.0 -0.8705
C -0.8254 -2.9302 2.3099 0.0 0.0 0.0 -2.0432
C -0.6181 -4.1507 2.9724 0.1 0.1 0.0 0.9303
C 0.0449 0.8382 3.3716 0.1 0.1 -0.2 -0.5727
C -0.0133 0.3706 4.6605 0.0 0.0 0.0 0.0097
C 0.3006 1.1723 5.7805 0.0 0.0 0.1 -1.2853
C 0.6731 2.4623 5.5644 0.0 0.1 0.0 0.2729
C 1.1210 3.5412 6.5238 0.0 0.0 -0.1 -0.8006
C 1.2269 4.8242 5.6569 0.0 -0.1 -0.1 -0.8125
C 0.8981 4.3658 4.2536 0.0 0.0 0.1 0.2323
C 0.7769 5.0578 3.0860 0.0 0.1 0.0 -1.2716
C 0.3721 4.3569 1.9357 0.0 0.0 0.0 0.1781
C 0.1405 2.9968 1.8834 0.1 -0.2 0.0 -0.1477
P -0.4935 2.3342 0.2531 -0.1 0.0 0.0 1.2750
C 0.8893 2.8275 -0.9945 -0.1 -0.3 -0.1 0.7633
C 2.1025 3.5022 -0.3674 -0.1 -0.1 0.0 -0.8884
C 2.6792 4.3369 -1.2211 0.0 0.2 -0.1 -1.7171
C 2.4013 3.4520 -3.6243 0.0 0.0 0.1 0.2332
C 1.0892 2.9950 -4.2483 0.0 0.1 -0.1 -0.8480
C 0.0683 3.1711 -3.4196 -0.1 0.1 0.1 -0.8596
C -2.0192 3.4110 0.2774 0.2 0.0 0.1 1.1631
C -2.8932 3.0012 1.2943 0.4 0.5 0.2 -1.1910
C -4.0623 3.6893 1.5675 0.3 0.6 0.2 -0.8061
C -4.4161 4.7941 0.8014 0.0 -0.1 0.1 -0.8973
C -3.5856 5.1911 -0.2318 0.0 0.0 -0.1 -1.0090
C -2.3983 4.5095 -0.4913 -0.1 0.0 0.0 0.0513
C 0.2764 2.2420 3.1007 0.0 -0.1 0.0 -1.1531
C 0.6210 2.9863 4.2526 0.0 -0.1 -0.1 0.9068
H 1.9412 -1.3903 3.5854 -0.1 0.0 0.0 0.5785
H 2.3344 -3.6255 4.5662 -0.1 0.0 0.0 0.4392
H 0.3225 -5.8360 5.4200 0.0 0.0 0.0 0.2986
H 1.2471 -6.4253 4.0516 0.0 0.0 0.0 0.2714
H -1.6594 -6.6667 4.4605 0.0 0.0 0.0 0.2869
H -0.7402 -7.2931 3.1062 0.0 0.0 0.0 0.3019
H -3.1985 -6.0225 1.8333 0.0 0.1 0.0 0.4502
H -3.4770 -3.9974 0.4731 0.0 0.0 0.0 0.6633
H -4.7448 -1.6270 -1.2225 0.0 0.1 0.0 0.4156
H -5.5624 -2.8202 -3.2036 0.0 0.0 0.0 0.4341
H -4.0624 -4.3389 -4.4542 0.0 0.0 0.0 0.3687
H -1.7273 -4.6705 -3.6838 0.0 0.0 0.0 0.3714
H -0.8988 -3.4707 -1.7152 0.0 0.0 0.0 0.3192
H -3.1634 0.6983 -1.1520 0.0 0.0 0.1 -1.4979
H -5.0649 2.1861 -0.5674 0.1 0.0 0.0 0.4832
H -6.2721 1.8603 1.5671 0.0 -0.1 0.0 0.4977
H -5.5502 0.0899 3.1364 0.0 0.0 0.0 0.4109
H -3.6782 -1.4096 2.5405 0.0 0.0 0.0 0.4938
H -0.2857 -0.6605 4.8369 0.1 0.0 0.0 0.7386
H 0.2722 0.7390 6.7741 0.0 0.0 -0.1 0.4793
H 2.0857 3.2792 6.9613 0.0 0.0 0.0 0.2769
H 0.4188 3.6604 7.3493 0.0 0.0 0.0 0.3240
H 2.2234 5.2638 5.7069 0.0 0.0 0.0 0.2942
H 0.5218 5.5881 5.9882 0.0 0.0 0.0 0.2806
H 0.9529 6.1269 3.0311 0.0 -0.1 0.0 0.4838
H 0.2119 4.9357 1.0339 0.1 0.0 0.0 0.4406
H 2.5130 3.1612 0.5732 0.0 0.0 0.0 0.4707
H 3.6283 4.8423 -1.0651 -0.1 -0.1 0.0 0.3437
H 3.0530 3.9569 -4.3370 0.0 0.0 0.0 0.6878
H 1.0469 2.4982 -5.2129 0.0 0.0 0.1 0.4205
H -0.9513 2.8401 -3.5891 0.1 0.0 0.0 0.2926
H -2.6415 2.1288 1.8917 0.0 0.0 0.0 0.1060
H -4.7047 3.3542 2.3732 0.1 0.1 0.0 0.6763
H -5.3339 5.3320 1.0059 0.0 0.0 0.0 0.3879
H -3.8539 6.0449 -0.8434 0.0 0.0 0.0 0.4443
H -1.7864 4.8639 -1.3020 0.0 0.0 -0.1 0.3928
C 3.9848 1.2353 2.2660 0.0 0.0 -0.1 -1.2244
C 4.8600 0.9510 1.0351 -0.2 -0.2 0.1 -0.2709
C 4.9412 -0.5450 0.7763 -0.2 0.1 -0.1 0.4626
C 5.8450 -1.2456 1.5709 0.0 0.0 0.0 -0.4417
C 5.9125 -2.6268 1.5528 0.0 0.0 0.0 -1.1353
C 5.0379 -3.3215 0.7366 0.0 0.0 0.0 -0.4868
C 4.1210 -2.6689 -0.0821 0.0 -0.1 -0.1 0.1580
C 3.1832 -3.5114 -0.9027 -0.2 0.1 0.2 -0.7072
C 1.9003 -3.8368 -0.1268 0.0 0.0 0.0 -0.5385
C 4.0803 -1.2670 -0.0905 0.1 0.3 0.2 -0.7722
N 3.1053 -0.5477 -0.8399 0.2 -0.3 0.6 0.8225
C 3.4731 0.3176 -1.6837 0.1 0.1 -0.1 -1.3077
C 2.5794 1.4109 -2.1476 -0.3 0.0 0.2 1.2748
C 3.1230 2.2534 -3.0508 0.0 0.1 -0.3 -1.6849
C 1.9006 4.4238 -2.5077 0.1 -0.2 0.0 -0.5698
C 0.5260 3.8339 -2.1442 0.1 -0.3 -0.1 -0.0043
N 1.3423 1.5235 -1.5247 0.4 -0.2 0.2 0.3783
H 3.9697 2.3045 2.5039 0.0 -0.1 0.0 0.4355
H 4.3625 0.6978 3.1408 0.0 0.0 0.0 0.5956
H 2.9604 0.9045 2.0763 0.0 0.0 0.0 -0.0096
H 5.8705 1.3272 1.2067 0.0 0.0 0.0 0.6416
H 4.4567 1.5039 0.1937 0.0 0.0 -0.2 -0.1323
H 6.5059 -0.6833 2.2243 0.0 0.0 0.0 0.4374
H 6.6298 -3.1532 2.1711 0.0 0.0 0.0 0.4139
H 5.0641 -4.4070 0.7151 0.0 0.0 0.0 0.4326
H 3.6925 -4.4362 -1.1798 0.0 0.0 0.0 0.7427
H 2.8934 -2.9969 -1.8118 0.0 0.0 -0.2 -0.1676
H 2.1266 -4.3119 0.8329 0.0 0.0 0.0 0.5568
H 1.2523 -4.5026 -0.7037 0.0 0.1 0.0 0.4539
H 1.3488 -2.9134 0.0741 0.0 -0.1 0.0 -0.3060
H 4.5074 0.3580 -2.0439 0.0 0.1 0.0 0.3120
H 4.1268 2.0388 -3.4073 -0.1 0.0 0.1 0.3720
H 1.8246 5.4352 -2.9081 -0.1 0.0 -0.1 0.6928
H -0.1399 4.6017 -1.7803 0.0 0.2 0.1 0.8679
N -3.5749 0.7118 -3.9686 0.1 0.0 0.0 -0.1785
C -2.9121 0.4724 -5.1242 0.2 -0.2 0.1 0.0348
N -3.5794 0.7667 -6.2953 0.0 0.1 0.1 -0.5193
N -1.7050 -0.0046 -5.2216 0.1 0.2 0.0 -0.5704
C -0.9101 -0.1422 -4.0702 -0.1 0.0 0.2 0.7563
N -1.2791 0.0273 -2.8679 -0.1 0.1 0.0 0.2492
H -4.3408 1.3617 -3.9661 0.0 0.0 0.0 0.2791
H -2.9426 0.5904 -3.1577 0.0 0.0 -0.1 -0.0199
H -4.5822 0.6919 -6.2842 0.0 -0.1 0.0 0.2299
H -3.1259 0.3849 -7.1083 0.0 0.0 0.0 0.2757
N 0.8635 -2.1822 -2.5601 0.1 -0.1 -0.1 -0.8408
C 0.8226 -1.9385 -3.8117 0.0 0.2 0.2 0.6246
C 0.9925 -3.0627 -4.7516 0.1 0.0 0.0 -1.2138
C 1.1530 -2.8645 -6.0652 0.0 0.0 -0.1 -0.7768
C 1.1088 -1.5287 -6.6531 0.1 -0.1 0.0 -0.5526
C 0.8668 -0.4603 -5.8964 0.0 0.0 0.2 -1.3148
C 0.5789 -0.5551 -4.4318 -0.6 -0.3 0.0 2.0060
H 1.0722 -4.0512 -4.3106 -0.1 0.1 0.0 0.5401
H 1.3465 -3.7108 -6.7167 -0.1 0.0 0.0 0.3824
H 1.2803 -1.4230 -7.7185 0.0 0.0 0.1 0.4267
H 0.8523 0.5291 -6.3360 -0.1 0.0 0.0 0.2254
H 1.1836 0.1806 -3.9031 0.1 0.1 0.1 -0.9620
```
Positions in Å, forces in eV/Å.

Values from the calculation:
LUMO energy   -0.14 eV
Highest occupied orbital energy   -6.525 eV
Total energy   -121214.3733 eV
Kohn-Sham gap   6.388 eV



[2]
A structure of composition C18H56CaN9O5P3 at a distorted geometry. Source: the OMol25 dataset; level of theory: wB97M-V/def2-TZVPD.

The geometry in XYZ format:
```
92
Properties=species:S:1:pos:R:3:forces:R:3:mulliken_charge:R:1
Ca -1.0822 0.4870 0.3180 -0.1 0.8 -0.3 1.5117
O -2.0987 0.7862 2.1963 -0.2 0.2 1.2 -0.9341
H -2.2049 1.0024 3.1431 0.1 -0.2 -1.0 -0.0341
O -1.6992 0.8856 -1.7075 -0.2 0.1 -1.1 -0.8466
H -1.7370 1.2356 -2.6189 0.0 -0.4 1.1 -0.0578
O -0.2027 2.6428 0.0568 1.5 2.0 0.8 -0.0487
P 0.4672 3.9913 0.1865 -1.7 0.2 -0.6 -0.2180
N -0.2874 4.9657 1.3495 -0.6 1.6 -0.2 0.4139
C -0.8490 4.3269 2.5736 0.6 0.3 -0.5 -0.9316
C 0.0747 6.4568 1.4383 -0.2 -1.9 0.4 -1.2839
N 0.2569 4.9283 -1.3149 1.7 -1.1 2.5 0.3559
C -1.1194 5.3333 -1.6457 0.4 -0.3 1.1 -1.0913
C 1.1386 4.6091 -2.4379 -1.0 -0.3 -0.3 -1.3578
N 2.0515 3.9413 0.7617 0.1 0.8 -2.3 0.8550
C 2.4626 2.8426 1.5675 0.1 -1.8 0.3 -0.1321
C 3.0012 5.0753 0.6260 -1.0 -0.6 0.4 -1.1363
H -1.6229 4.9152 3.0667 -0.4 0.2 -0.6 0.3510
H -0.1131 4.2262 3.3713 0.5 -0.2 0.0 0.2926
H -1.2226 3.3331 2.3269 -0.1 0.0 0.0 0.1601
H 0.8093 6.6367 2.2232 0.2 -0.2 0.2 0.3393
H -0.7963 7.0485 1.7199 -0.2 -0.1 -0.3 0.3022
H 0.5132 6.8186 0.5083 -0.3 -0.2 -0.1 0.4028
H -1.7851 4.4793 -1.5209 -0.2 0.0 -0.4 0.2938
H -1.4103 6.0826 -0.9094 -0.2 0.1 -0.1 0.2629
H -1.2034 5.7822 -2.6354 0.3 -0.2 0.0 0.4546
H 1.9596 3.9158 -2.2548 0.3 0.6 0.8 0.3975
H 0.5986 4.0033 -3.1656 -0.4 0.3 -0.4 0.3853
H 1.4307 5.5678 -2.8665 0.5 -0.3 -0.4 0.3775
H 3.5124 2.5843 1.4288 0.2 0.4 -0.1 0.1627
H 2.2691 2.9104 2.6381 0.0 0.6 0.3 0.2332
H 1.9602 1.9152 1.2927 -0.3 0.1 -0.3 -0.4930
H 4.0151 4.6975 0.7573 -0.1 0.0 0.0 0.4855
H 2.7587 5.8013 1.4021 0.4 0.3 0.1 0.2062
H 2.9290 5.5675 -0.3438 -0.1 -0.1 0.0 0.2149
O -1.4228 -1.7439 0.3282 0.5 -1.5 -0.2 0.0624
P -2.4112 -2.8351 0.4423 -2.3 -1.2 1.8 0.1248
N -2.5520 -3.4821 2.0173 0.4 1.1 -0.9 0.6271
C -3.3359 -4.6330 2.2983 -0.8 -0.5 -0.2 -1.4341
C -1.9998 -2.8035 3.1700 0.6 1.0 -0.2 -0.8329
N -2.1775 -4.2388 -0.5562 0.9 0.9 -0.1 0.5215
C -0.9037 -5.0397 -0.5220 -0.2 1.4 0.1 -1.0100
C -3.2253 -5.2016 -0.7825 -0.9 0.2 0.5 -1.2193
N -4.0151 -2.2280 0.2685 -0.1 -0.2 -0.5 -0.0131
C -4.3134 -1.5786 -0.9905 1.4 0.0 -0.6 -1.0428
C -4.7546 -1.5312 1.3537 1.1 -1.2 0.6 -0.8509
H -2.7385 -5.5428 2.2404 -0.1 -0.3 0.3 0.1777
H -4.1971 -4.7329 1.6376 0.1 0.0 -0.3 0.4693
H -3.8151 -4.5204 3.2709 0.3 -0.2 0.3 0.5046
H -0.9171 -2.9273 3.1455 0.1 0.2 0.5 0.1343
H -2.3991 -3.1262 4.1315 -0.1 -0.6 -0.2 0.3953
H -2.2364 -1.7399 3.1418 0.3 0.3 -0.2 0.1899
H -0.9662 -5.7551 0.2980 0.3 0.0 0.2 0.3977
H -0.7485 -5.5863 -1.4522 -0.5 0.0 -0.2 0.5714
H -0.0129 -4.4137 -0.4714 -0.2 0.2 0.5 -0.2524
H -3.0138 -5.8399 -1.6405 0.0 0.4 -0.3 0.4147
H -3.2870 -5.8854 0.0641 -0.1 -0.3 0.1 0.3280
H -4.1824 -4.6857 -0.8582 -0.1 -0.2 -0.3 0.3254
H -5.3814 -1.4407 -1.1593 0.0 -0.5 -0.1 0.3687
H -3.8403 -0.5987 -1.0558 0.0 0.3 -0.1 0.2529
H -3.7917 -2.1925 -1.7247 -0.6 0.2 -0.7 0.3322
H -4.2963 -0.6212 1.7409 0.5 0.1 -0.2 0.1410
H -4.7772 -2.2832 2.1424 -0.5 0.4 0.4 0.2480
H -5.7563 -1.2420 1.0359 0.0 -0.5 -0.3 0.3665
O 1.1538 -0.1690 0.2919 1.5 -0.2 -0.1 -1.4795
P 2.0029 -0.9022 -0.6961 1.0 -2.3 -2.2 -0.0809
N 3.7329 -0.4750 -0.7221 -2.6 0.1 -0.6 2.0759
C 4.6982 -0.9257 -1.6961 -0.6 -0.6 -0.8 -2.2273
C 4.3318 -0.0919 0.4849 0.2 1.7 1.9 -1.7860
N 1.4366 -0.7984 -2.3261 1.2 0.2 1.1 0.5525
C 1.5211 0.5316 -3.0107 0.4 -1.0 1.8 -1.3894
C 0.5926 -1.8193 -2.9709 0.3 -0.1 1.4 -0.9815
N 1.9851 -2.6011 -0.3732 0.0 0.1 -0.4 1.8483
C 1.7545 -3.0587 1.0233 0.0 1.1 -0.9 -1.5654
C 2.8474 -3.5527 -1.1478 0.0 1.4 0.6 -2.0877
H 5.0336 -1.9409 -1.4841 -0.1 -0.3 -0.2 0.3631
H 5.6448 -0.3870 -1.7393 -0.3 0.8 0.4 0.7296
H 4.2251 -0.8563 -2.6756 0.2 -0.3 -0.2 0.1125
H 4.7976 0.8906 0.4087 0.5 0.3 -0.5 0.5831
H 5.1239 -0.7301 0.8765 -0.2 -0.6 0.0 0.3608
H 3.5954 0.1510 1.2509 -0.2 -0.7 0.2 0.0232
H 0.8582 1.2140 -2.4787 -0.5 0.2 -0.5 0.1697
H 2.5286 0.8865 -2.7939 0.2 0.2 -0.6 0.2699
H 1.3144 0.3956 -4.0723 0.1 0.3 0.2 0.5994
H 1.1942 -2.5880 -3.4560 0.1 0.3 -0.7 0.2566
H 0.0881 -2.3944 -2.1945 -0.4 0.2 0.0 0.0205
H -0.1437 -1.3182 -3.5992 0.1 -0.2 0.0 0.5173
H 0.8189 -2.5939 1.3344 -0.1 -0.3 0.3 0.1545
H 1.7216 -4.1480 1.0422 -0.2 0.1 0.0 0.4433
H 2.5508 -2.7156 1.6839 0.2 -0.1 0.2 0.2415
H 3.1928 -3.0795 -2.0670 -0.3 -0.2 -0.1 0.1642
H 2.3434 -4.4954 -1.3608 -0.3 0.1 0.0 0.5854
H 3.7494 -3.7737 -0.5773 0.1 -0.1 0.1 0.3352
```
Positions in Å, forces in eV/Å.

Values from the calculation:
Total charge   -1
LUMO energy (alpha / beta)   2.47 / 2.45 eV
Highest occupied orbital energy (alpha / beta)   0.863 / -5.356 eV
Energy relative to the best compared isomer or geometry (same formula, charge and spin)   0.000 eV
Total energy   -89532.5630 eV
Kohn-Sham gap (alpha / beta)   1.609 / 7.805 eV
Multiplicity   2